1.
112
Properties=species:S:1:pos:R:3:forces:R:3:mulliken_spin:R:1 method="wB97M-V/def2-TZVPD" homo_lumo_gap_ha="0.27253 / 0.09185" lumo_energy_ha="-0.114 / -0.295" s_squared=0.772 spin_multiplicity=2 total_charge=+1
C 2.707128 1.962376 5.442964 0.74 0.63 0.60 0.000
N 3.264948 1.432596 4.167554 0.59 0.63 0.02 0.000
O 4.142298 2.049536 3.581054 -0.33 0.44 0.70 0.000
O 2.820108 0.403836 3.769524 -0.86 -1.66 -0.42 0.000
H 2.028418 1.272256 5.944134 -0.13 0.04 -0.72 0.000
H 2.297428 2.946896 5.217204 -0.16 -0.21 0.10 0.000
H 3.550268 2.096596 6.120614 0.11 0.15 -0.19 0.000
C 2.346628 -3.476284 2.279374 1.82 1.01 -1.38 0.000
N 3.880278 -3.403954 2.021824 1.15 -1.56 2.92 0.000
O 4.516048 -2.364174 2.197054 -1.22 -0.53 -1.07 0.000
O 4.421878 -4.515504 2.026094 -0.57 1.22 -1.01 0.000
H 2.219808 -4.289954 2.993494 -0.20 0.41 -0.06 0.000
H 1.965348 -3.695674 1.282084 -0.44 -0.12 0.29 0.000
H 2.144668 -2.443434 2.563194 -0.57 -0.37 0.31 0.000
C -1.614682 2.999316 -5.087096 0.26 -0.11 0.48 0.000
N -0.229422 2.429086 -4.954966 0.78 0.73 -1.81 -0.001
O 0.570838 2.745496 -5.842906 -0.95 -0.31 0.76 0.002
O 0.086848 1.770066 -4.002756 -0.24 -0.61 0.92 0.002
H -1.844862 3.048696 -6.151376 0.08 0.28 0.31 0.000
H -1.502392 3.954126 -4.573456 -0.23 0.26 -0.48 0.000
H -2.350152 2.432836 -4.515886 0.37 -0.30 -0.13 0.000
C 0.412248 -6.170924 -4.160626 0.50 -0.31 -1.84 0.000
N 0.634648 -5.335444 -2.989396 0.05 1.22 1.23 0.000
O 1.734688 -5.157174 -2.502636 0.49 -0.57 -0.75 0.000
O -0.351032 -4.812374 -2.516766 -0.77 0.03 -0.16 0.000
H -0.072802 -7.094834 -3.845636 0.09 0.19 -0.14 0.000
H 1.313168 -6.312124 -4.757706 0.48 -0.52 0.94 0.000
H -0.151272 -5.620084 -4.913696 -0.83 0.07 0.72 0.000
C 5.222948 0.802456 0.885724 0.13 -0.08 0.39 0.004
N 6.188828 1.805436 0.465754 1.10 -0.34 0.08 0.000
O 5.707938 2.851156 0.128564 0.20 1.55 -0.74 0.000
O 7.379638 1.505036 0.474474 -0.95 0.49 -0.17 0.000
H 5.092128 0.200146 -0.013276 0.01 -0.55 0.50 -0.001
H 4.303468 1.331996 1.135194 0.27 -0.40 0.16 -0.001
H 5.749708 0.355116 1.728644 -0.78 -0.77 -0.19 0.000
C -5.817192 -0.772794 0.453184 -0.75 1.19 -0.22 0.000
N -4.483682 -1.328044 0.754304 -0.72 -0.29 -0.66 0.000
O -3.499722 -0.701764 0.397854 -0.03 -0.38 0.15 0.000
O -4.519382 -2.389934 1.325334 0.86 -0.21 0.27 0.000
H -6.428702 -0.910084 1.344984 0.18 0.29 -0.08 0.000
H -6.355802 -1.244384 -0.368766 0.63 -0.65 0.01 0.000
H -5.684432 0.262836 0.140214 -0.05 0.04 0.47 0.000
C -5.446322 1.453816 4.566444 -1.55 1.33 1.41 0.000
C -4.518012 2.619326 4.959024 0.93 -1.18 -0.95 0.000
O -4.410632 3.302976 3.682264 0.16 -0.31 -1.29 0.000
S -4.227822 2.209216 2.490154 1.86 -0.96 -0.78 0.000
O -2.831612 1.637036 2.461704 -4.37 2.07 0.05 0.000
O -4.860932 2.711486 1.250614 1.50 -1.35 3.29 0.000
O -5.166052 1.078596 3.272754 1.45 0.50 -3.13 0.000
H -6.386572 2.005096 4.577264 -0.72 -0.63 -0.08 0.000
H -5.544502 0.505546 5.094884 0.45 0.52 0.71 0.000
H -3.510122 2.259586 5.165994 -0.01 0.31 0.70 0.000
H -4.968622 3.339826 5.641614 0.32 -0.34 0.08 0.000
C -0.353692 -1.728214 -0.906086 0.51 -1.29 -0.07 -0.001
C -0.546712 -0.436214 -1.542606 -0.74 2.78 -0.05 0.007
O 0.574088 0.334656 -1.035926 1.09 1.53 0.85 -0.006
S 0.788108 0.106286 0.602634 -1.44 -1.82 -0.75 -0.002
O -0.106722 0.871016 1.469804 1.72 -1.40 -2.21 0.000
O 2.199978 0.042386 0.918184 -1.81 0.33 -0.95 0.002
O 0.243518 -1.451414 0.361884 0.20 0.88 2.05 -0.001
H 0.393828 -2.272054 -1.483636 -0.02 -0.39 0.08 0.000
H -1.262572 -2.325134 -0.830476 0.07 0.04 0.40 0.000
H -1.431932 0.138916 -1.271126 -0.30 -0.40 0.49 0.000
H -0.569082 -0.384314 -2.631146 0.68 -0.31 0.05 0.002
C 5.184918 -0.156494 -4.338306 1.94 -0.77 0.40 -0.131
O 5.714228 0.232666 -5.345946 -0.12 -0.05 -0.40 0.327
N 4.071008 0.475056 -3.862396 -3.14 2.36 1.25 0.621
C 3.367898 0.173536 -2.594346 0.38 -0.88 0.62 0.063
C 3.490128 1.600956 -4.630106 0.43 -0.21 -0.52 0.021
H 5.638538 -0.919244 -3.686666 -0.44 -0.05 -0.07 -0.004
H 3.066808 0.987466 -1.934826 0.19 0.94 -0.87 0.000
H 3.885968 -0.459574 -1.874016 0.70 -0.35 -0.70 0.008
H 2.426358 -0.346554 -2.770756 -0.16 -0.01 -0.63 0.027
H 4.089788 1.856866 -5.503616 0.28 -0.17 0.39 0.013
H 2.510978 1.353346 -5.040056 -0.33 -0.48 0.29 0.031
H 3.309608 2.478796 -4.009686 0.22 -0.21 0.39 0.020
C -0.571232 -3.677634 4.118394 -1.23 2.62 -0.29 0.000
O 0.042728 -4.498724 4.664854 2.76 -4.69 1.88 0.000
N -0.468042 -2.392884 4.519434 0.30 0.91 -1.42 0.000
C -1.214432 -1.446434 3.714224 0.30 0.96 1.34 0.000
C 0.514308 -1.900124 5.527684 -1.14 -1.10 -0.18 0.000
H -1.292612 -3.923524 3.323824 -0.11 0.50 -0.19 0.000
H -1.586802 -1.914664 2.803074 -0.03 0.28 0.13 0.000
H -0.589882 -0.572564 3.528814 0.04 -0.07 -0.56 0.000
H -2.005602 -1.057044 4.354954 -0.62 0.08 -0.40 0.000
H 1.117258 -1.066914 5.166704 -0.39 0.14 -0.13 0.000
H -0.088872 -1.687904 6.410434 0.29 0.64 0.16 0.000
H 1.201928 -2.680234 5.854354 -0.19 -0.26 -0.44 0.000
C -4.722502 -3.205534 -2.625196 2.51 0.30 0.90 0.000
O -3.767882 -3.699534 -2.004586 -1.75 -0.05 -0.39 0.000
N -4.463472 -2.135844 -3.413386 0.10 2.20 -1.76 0.000
C -3.139422 -1.433124 -3.317666 -1.47 -1.19 0.40 0.000
C -5.496892 -1.249764 -4.093896 0.28 -2.21 1.18 0.000
H -5.764692 -3.547494 -2.529786 0.10 0.04 -0.28 0.000
H -2.338892 -2.126994 -3.061146 -0.20 -0.02 -0.10 0.000
H -3.343572 -0.761964 -2.483416 0.79 0.57 -0.12 0.000
H -2.953312 -0.945404 -4.274536 0.04 0.14 0.21 0.000
H -5.598232 -1.502514 -5.149336 -0.08 -0.14 0.09 0.000
H -6.368842 -1.542764 -3.509116 -0.65 0.60 -0.65 0.000
H -5.310842 -0.177424 -4.034076 0.28 -0.19 0.52 0.000
C 2.524428 6.041466 0.229494 -0.44 0.71 -1.25 0.000
O 2.711578 6.959016 -0.548456 0.55 -0.11 0.71 0.001
N 1.877778 4.917456 -0.147736 -0.91 -0.42 -0.71 0.001
C 1.440938 3.980186 0.830624 1.41 -1.31 1.02 0.000
C 1.571328 4.619986 -1.534616 -0.12 0.69 -0.65 -0.002
H 2.817388 6.004816 1.290164 0.04 0.33 -0.03 0.000
H 0.439308 3.555806 0.761854 -0.06 0.41 -0.37 0.000
H 1.611198 4.331996 1.848144 -0.39 0.54 -0.07 0.000
H 2.181868 3.181186 0.803614 -0.29 -0.89 -0.07 0.000
H 2.055958 5.325976 -2.209016 0.14 0.20 0.38 0.000
H 1.855848 3.633116 -1.899616 0.38 -0.41 0.66 0.000
H 0.511578 4.681776 -1.782046 -0.30 0.15 0.39 0.000

***

2.
104
Properties=species:S:1:pos:R:3:forces:R:3:mulliken_spin:R:1 method="wB97M-V/def2-TZVPD" homo_lumo_gap_ha="0.22568 / 0.22640" e_above_lowest_kj_mol=58.99 lumo_energy_ha="-0.069 / -0.068" s_squared=2.029 spin_multiplicity=3
Mo -0.584637 0.053135 0.173509 -1.44 0.01 0.38 1.975
S 1.048998 -0.785227 1.597568 -0.18 0.14 -0.23 -0.106
C 2.050887 -1.445349 0.341583 1.24 -0.91 0.17 0.008
N 3.073042 -2.195503 0.708508 -0.48 0.24 -0.14 0.011
N 3.562971 -3.059522 -0.164301 0.26 -0.08 -0.20 0.013
C 2.872422 -3.932011 -1.067352 0.24 0.44 0.31 0.001
C 3.664486 -4.632672 -1.961068 -0.04 -0.08 -0.21 0.001
C 3.086080 -5.564503 -2.812442 -0.01 0.04 0.07 -0.001
C 1.722012 -5.801735 -2.761637 -0.01 0.03 0.06 0.001
C 0.940412 -5.105729 -1.844960 -0.01 -0.01 -0.09 0.001
C 1.505081 -4.170031 -0.997288 -0.11 0.02 0.08 -0.005
N 1.849462 -1.249309 -0.994313 -0.22 -0.12 0.31 0.088
N 0.860352 -0.527597 -1.282058 0.19 -0.07 -0.82 -0.059
C 0.701763 -0.363673 -2.706293 0.03 0.40 0.43 0.038
C 0.208890 0.838202 -3.176398 -0.11 0.33 -0.14 -0.019
C 0.045589 1.015544 -4.541114 0.04 -0.03 0.04 0.005
C 0.383455 -0.004045 -5.418413 0.03 -0.06 0.09 -0.006
C 0.900445 -1.198349 -4.927692 0.00 0.05 -0.09 0.005
C 1.065051 -1.382382 -3.568618 0.06 -0.30 -0.11 -0.006
H 4.500097 -3.367533 0.074493 -0.39 -0.01 0.16 0.000
H 4.729405 -4.442902 -2.000068 0.04 0.02 -0.01 0.000
H 3.708950 -6.098254 -3.516485 0.02 -0.03 -0.02 0.000
H 1.268616 -6.525832 -3.422711 -0.02 -0.01 -0.04 0.000
H -0.126029 -5.276537 -1.789797 -0.03 -0.01 -0.01 0.000
H 0.869597 -3.651949 -0.288833 0.05 0.03 -0.03 0.004
H -0.027891 1.640991 -2.489883 0.01 -0.18 -0.12 -0.005
H -0.344682 1.953244 -4.910975 -0.02 0.02 -0.03 0.000
H 0.240239 0.128172 -6.481539 0.01 0.00 -0.05 0.000
H 1.168443 -1.996356 -5.605953 -0.02 -0.02 -0.03 0.000
H 1.444823 -2.318808 -3.178188 -0.07 0.05 0.00 0.000
O -1.749971 -2.358962 -2.596676 0.01 -0.04 0.06 0.008
S -2.474917 -2.302620 -1.360390 0.56 0.18 0.01 0.010
O -2.884830 -3.535542 -0.746194 -0.14 -0.09 -0.09 -0.002
O -1.646458 -1.580179 -0.295482 -0.34 0.05 0.13 0.009
C -3.987254 -1.397923 -1.745557 -0.04 0.02 -0.01 -0.004
C -4.916266 -2.290955 -2.279317 -0.07 0.09 0.08 -0.001
C -6.097294 -1.844563 -2.846152 0.00 -0.11 -0.01 0.000
C -6.371646 -0.492894 -2.890832 -0.04 0.09 -0.01 0.000
C -5.466912 0.404899 -2.352466 -0.02 -0.01 0.11 -0.001
C -4.278383 -0.025238 -1.773735 0.01 -0.14 -0.27 0.012
S -3.294108 1.292449 -1.090105 0.11 -0.14 0.24 0.011
O -3.624494 2.503390 -1.778509 0.13 -0.20 -0.20 0.002
O -3.557544 1.278102 0.332968 0.06 0.02 0.00 0.002
O -1.884545 0.829705 -1.374421 0.03 0.08 0.44 -0.008
H -4.704253 -3.348600 -2.249709 0.05 -0.04 -0.01 0.000
H -6.791519 -2.561446 -3.263413 -0.01 -0.01 0.01 0.000
H -7.283424 -0.131796 -3.346898 -0.01 0.02 0.01 0.000
H -5.665929 1.466575 -2.372090 0.01 0.03 -0.03 0.000
O -1.347042 3.806332 0.800483 -0.16 0.10 0.10 0.018
C -0.358805 3.225659 0.457369 0.15 -0.63 -0.33 0.000
O -0.203377 1.901180 0.507743 -0.28 0.01 0.32 -0.004
C 0.867095 3.883738 -0.091266 0.32 0.62 0.03 -0.009
P 2.144498 2.754940 -0.795282 0.09 -0.13 0.01 0.031
C 3.055504 2.194713 0.690319 0.03 0.00 0.02 -0.001
C 2.611883 2.354390 1.997700 0.02 0.01 0.06 -0.005
C 3.340381 1.840195 3.065093 -0.02 0.02 -0.05 -0.001
C 4.521291 1.155647 2.838268 0.03 -0.02 -0.09 0.002
C 4.976285 0.986024 1.534375 -0.05 0.02 0.09 -0.002
C 4.247764 1.496153 0.475289 -0.08 0.01 -0.03 -0.001
C 3.289113 4.024617 -1.450203 -0.05 0.05 0.00 0.001
C 4.116091 4.814645 -0.654853 0.03 -0.01 0.08 0.000
C 4.906243 5.799047 -1.223871 0.01 0.01 -0.05 0.000
C 4.877311 6.010003 -2.597219 -0.01 -0.02 0.03 0.000
C 4.060477 5.228613 -3.398472 0.01 0.00 0.03 0.000
C 3.275129 4.237645 -2.825148 0.02 0.01 -0.05 0.000
H 1.284080 4.518105 0.698491 -0.01 0.10 -0.13 0.003
H 0.521840 4.546297 -0.889326 0.14 0.07 0.03 -0.003
H 1.685421 2.870066 2.208635 -0.05 0.04 0.00 0.002
H 2.974064 1.972711 4.074207 -0.02 0.00 0.03 0.000
H 5.082893 0.748004 3.667096 0.03 -0.01 0.04 0.000
H 5.896517 0.450380 1.344588 0.04 -0.02 0.00 0.000
H 4.607846 1.353299 -0.537089 0.00 -0.01 -0.05 0.000
H 4.150765 4.652467 0.416567 -0.02 -0.01 0.00 0.000
H 5.544921 6.405035 -0.596382 0.03 0.03 0.03 0.000
H 5.495024 6.779197 -3.039591 0.03 0.03 -0.02 0.000
H 4.036861 5.384235 -4.468362 0.00 0.00 -0.03 0.000
H 2.647635 3.617197 -3.453518 -0.04 -0.03 -0.02 0.000
C -3.917258 -1.161190 1.872771 -0.10 -0.02 -0.08 0.002
P -2.321474 -0.360842 2.253407 0.43 -0.28 0.24 -0.002
C -1.526972 -1.692700 3.243360 0.01 0.14 -0.16 -0.018
C -0.718034 -1.410238 4.341097 0.00 0.08 0.04 0.007
C -0.029952 -2.421951 4.991179 0.00 -0.09 -0.04 0.002
C -0.129486 -3.732300 4.542388 -0.01 0.08 0.00 -0.003
C -0.924512 -4.021380 3.443738 -0.02 0.03 0.00 -0.001
C -1.619709 -3.008679 2.797696 -0.03 -0.10 -0.10 0.001
C -2.774072 0.863562 3.521328 0.03 0.07 -0.16 0.003
C -3.279323 0.471063 4.762490 -0.02 -0.06 -0.04 0.000
C -3.638562 1.422789 5.699397 0.01 0.07 -0.02 0.001
C -3.500140 2.775914 5.405745 -0.01 -0.05 0.01 0.000
C -3.017330 3.169157 4.169708 0.01 -0.03 -0.03 0.001
C -2.657285 2.215350 3.225110 0.10 0.04 -0.14 -0.008
H -4.249215 -1.665113 2.782041 -0.03 0.03 -0.02 -0.002
H -3.835826 -1.903417 1.076637 0.05 0.11 0.09 0.006
H -4.631008 -0.393326 1.585272 0.04 -0.03 -0.02 -0.001
H -0.615910 -0.391578 4.693369 -0.02 0.04 0.00 -0.001
H 0.592204 -2.185265 5.843358 0.02 0.01 0.03 0.000
H 0.411706 -4.522122 5.044799 0.02 -0.03 0.02 0.000
H -1.008104 -5.037810 3.084078 0.00 -0.04 -0.02 0.000
H -2.215871 -3.255641 1.925602 0.02 0.02 0.02 0.001
H -3.388570 -0.578652 5.004243 0.03 -0.04 -0.01 0.000
H -4.025160 1.110571 6.659745 -0.02 -0.01 0.04 0.000
H -3.774485 3.519223 6.142080 -0.02 0.02 0.03 0.000
H -2.921961 4.217959 3.926059 0.01 0.05 -0.01 0.000
H -2.299981 2.528202 2.249363 -0.07 0.00 0.14 0.001